Here is C28H38AsN4OPRu as an isolated structure in a non-equilibrium geometry from the OMol25 dataset. Energies are from ωB97M-V with the def2-TZVPD basis set.

2S+1: 5
Lowest unoccupied orbital energy (spin up / spin down) in eV: -12.62 / -15.06
E in Eh: -4054.44640
Total charge: +4
HOMO (spin up / spin down) in eV: -19.832 / -19.808

Geometry (Å):
Ru (0.546, -0.099, 0.182)
N (-0.260, -1.670, 1.533)
C (-1.656, -1.736, 1.864)
C (-2.114, -2.893, 2.485)
C (-3.441, -2.881, 2.853)
C (-4.282, -1.763, 2.538)
C (-3.824, -0.635, 1.922)
C (-2.431, -0.647, 1.547)
P (-1.681, 0.653, 0.565)
C (-1.519, 2.169, 1.521)
C (-2.180, 2.431, 2.678)
C (-1.855, 3.619, 3.231)
C (-0.926, 4.508, 2.701)
C (-0.218, 4.160, 1.561)
C (-0.567, 2.983, 0.964)
C (-2.987, 0.763, -0.716)
C (-3.780, 1.952, -0.878)
C (-4.800, 2.002, -1.721)
C (-5.296, 0.692, -2.345)
C (-4.444, -0.440, -2.190)
C (-3.350, -0.436, -1.397)
H (0.260, -1.491, 2.393)
H (0.136, -2.675, 1.313)
H (-1.470, -3.695, 2.671)
H (-3.791, -3.754, 3.337)
H (-5.298, -1.784, 2.856)
H (-4.477, 0.174, 1.547)
H (-2.916, 1.793, 3.163)
H (-2.401, 4.000, 4.049)
H (-0.871, 5.577, 3.004)
H (0.502, 4.765, 1.039)
H (-0.037, 2.723, -0.038)
H (-3.594, 2.763, -0.204)
H (-5.453, 2.800, -1.972)
H (-6.274, 0.833, -2.884)
H (-4.834, -1.370, -2.598)
H (-2.951, -1.390, -1.087)
C (-1.016, 1.871, -3.485)
C (-0.458, 0.436, -3.375)
As (1.067, 0.315, -2.277)
C (2.076, -1.283, -2.814)
C (1.323, -2.442, -2.157)
C (2.299, 1.858, -2.502)
C (2.012, 3.206, -1.801)
H (-1.790, 1.988, -4.220)
H (-0.251, 2.567, -3.717)
H (-1.503, 2.075, -2.537)
H (-0.183, 0.083, -4.390)
H (-1.230, -0.286, -3.008)
H (3.097, -1.236, -2.483)
H (1.971, -1.282, -3.875)
H (1.519, -2.460, -1.086)
H (1.659, -3.397, -2.486)
H (0.251, -2.439, -2.212)
H (2.336, 1.980, -3.582)
H (3.286, 1.427, -2.213)
H (0.914, 3.420, -1.938)
H (2.564, 4.004, -2.266)
H (2.363, 3.209, -0.769)
C (6.532, -2.706, 1.837)
N (5.126, -2.266, 1.723)
C (4.790, -0.862, 1.391)
C (3.299, -1.090, 1.025)
O (2.439, -0.182, 0.773)
N (2.982, -2.330, 1.230)
C (4.081, -3.038, 1.602)
N (4.020, -4.333, 1.855)
H (6.648, -3.654, 1.368)
H (6.876, -2.797, 2.920)
H (7.158, -2.078, 1.316)
H (5.426, -0.471, 0.501)
H (4.849, -0.121, 2.178)
H (3.229, -4.880, 1.621)
H (4.773, -4.806, 2.367)

Here is C26H16Cl4N5O2Pr as an isolated structure from the OMol25 dataset. Energies are from ωB97M-V with the def2-TZVPD basis set.

ΔE to the lowest compared entry with this formula, charge and spin in kcal per mole: 0.6
2S+1: 3
Lowest unoccupied orbital energy (spin up / spin down) in eV: -1.32 / -1.31
E in Eh: -3782.50305
HOMO (spin up / spin down) in eV: -7.001 / -7.008

Geometry (Å):
Pr (-0.157, 1.203, 0.055)
N (2.782, -1.967, 2.066)
C (2.099, -0.894, 1.664)
N (1.246, -0.869, 0.689)
C (1.017, -2.038, -0.039)
N (0.233, -2.127, -1.056)
N (-0.328, -0.893, -1.398)
C (-1.368, -0.958, -2.128)
C (-2.051, 0.298, -2.567)
C (-3.087, 0.235, -3.480)
C (-3.677, 1.427, -3.890)
C (-3.207, 2.622, -3.390)
C (-2.151, 2.594, -2.484)
N (-1.599, 1.461, -2.077)
C (1.693, -3.274, 0.404)
C (1.470, -4.508, -0.215)
C (2.130, -5.634, 0.222)
C (3.034, -5.544, 1.286)
C (3.271, -4.340, 1.909)
C (2.589, -3.210, 1.460)
H (3.419, -1.870, 2.839)
H (2.291, 0.021, 2.216)
H (-1.775, -1.915, -2.449)
H (-3.429, -0.719, -3.856)
H (-4.495, 1.406, -4.599)
H (-3.633, 3.570, -3.688)
H (-1.746, 3.511, -2.071)
H (0.766, -4.548, -1.034)
H (1.950, -6.587, -0.256)
H (3.552, -6.432, 1.624)
H (3.968, -4.270, 2.734)
Cl (5.329, 5.464, -1.322)
C (3.953, 4.741, -0.568)
C (3.409, 5.292, 0.580)
Cl (4.097, 6.716, 1.278)
C (2.297, 4.689, 1.184)
Cl (1.597, 5.343, 2.622)
C (1.736, 3.543, 0.643)
O (0.673, 2.918, 1.168)
C (2.284, 2.981, -0.533)
O (1.704, 1.882, -1.013)
C (3.385, 3.587, -1.125)
Cl (4.035, 2.869, -2.558)
C (-4.544, -1.041, 2.328)
C (-3.428, -1.802, 2.011)
C (-2.284, -1.172, 1.524)
C (-2.179, 0.215, 1.332)
C (-3.336, 0.935, 1.678)
C (-4.496, 0.337, 2.160)
H (-5.441, -1.513, 2.712)
H (-3.449, -2.878, 2.145)
H (-1.440, -1.821, 1.282)
H (-3.349, 2.020, 1.574)
H (-5.361, 0.943, 2.406)

Here is a 3-piece molecular cluster, CH10N3O2 overall in a non-equilibrium geometry from the OMol25 dataset. Energies are from ωB97M-V with the def2-TZVPD basis set.

ΔE to the lowest compared entry with this formula, charge and spin in kcal per mole: 32.3
Lowest unoccupied orbital energy in eV: -2.95
E in Eh: -358.62994
Total charge: +1
HOMO in eV: -15.011

Geometry (Å):
N (-0.970, 0.131, -0.532)
C (-0.632, -1.143, -0.662)
N (0.540, -1.594, -0.250)
N (-1.503, -1.895, -1.366)
H (-0.346, 0.484, 0.258)
H (-1.943, 0.548, -0.733)
H (1.021, -2.309, -0.801)
H (1.045, -0.954, 0.343)
H (-2.552, -1.850, -1.372)
H (-1.063, -2.670, -1.753)
H (1.287, 1.328, 1.243)
H (1.321, 0.580, 2.501)
O (1.397, 0.369, 1.460)
H (1.148, 3.918, 0.352)
H (0.006, 3.511, 1.211)
O (0.777, 3.102, 0.760)

Here is a 2-piece molecular cluster, C31H36O3 overall in a non-equilibrium geometry from the OMol25 dataset. Energies are from ωB97M-V with the def2-TZVPD basis set.

Lowest unoccupied orbital energy in eV: -2.52
E in Eh: -1428.47510
HOMO in eV: -5.119

Geometry (Å):
C (-3.543, -3.146, -1.054)
C (-2.340, -2.198, -1.046)
C (-2.421, -1.326, -2.301)
C (-2.465, -1.308, 0.191)
C (-0.989, -2.958, -1.014)
C (0.270, -2.209, -0.893)
O (0.258, -0.966, -0.658)
C (1.528, -2.969, -1.015)
C (2.886, -2.224, -1.050)
C (4.083, -3.180, -1.070)
C (3.017, -1.350, 0.194)
C (2.969, -1.338, -2.294)
C (1.475, -4.348, -1.066)
C (0.263, -5.036, -1.072)
C (-0.943, -4.336, -1.064)
H (-3.560, -3.785, -0.165)
H (-4.471, -2.559, -1.053)
H (-3.563, -3.780, -1.948)
H (-1.607, -0.596, -2.313)
H (-2.358, -1.946, -3.204)
H (-3.378, -0.791, -2.318)
H (-1.668, -0.560, 0.194)
H (-3.437, -0.799, 0.196)
H (-2.379, -1.913, 1.102)
H (4.092, -3.809, -1.966)
H (5.014, -2.598, -1.071)
H (4.101, -3.823, -0.183)
H (2.211, -0.615, 0.214)
H (2.949, -1.957, 1.105)
H (3.978, -0.822, 0.203)
H (2.158, -0.604, -2.297)
H (3.929, -0.808, -2.306)
H (2.902, -1.947, -3.204)
H (2.406, -4.922, -1.105)
H (0.256, -6.125, -1.102)
H (-1.879, -4.899, -1.102)
C (-3.488, 6.109, -2.544)
C (-3.960, 4.872, -1.768)
C (-2.717, 4.406, -1.075)
C (-1.665, 5.291, -1.427)
O (-2.043, 6.295, -2.265)
C (-0.383, 5.162, -0.863)
C (-0.167, 4.159, 0.055)
C (-1.161, 3.160, 0.335)
C (-0.949, 2.009, 1.135)
C (0.248, 1.579, 1.765)
C (0.145, 0.762, 2.934)
C (1.279, 0.332, 3.592)
C (2.554, 0.705, 3.097)
O (3.594, 0.184, 3.805)
C (3.014, -0.537, 4.961)
C (1.489, -0.525, 4.800)
C (2.692, 1.514, 1.956)
C (1.558, 1.870, 1.267)
C (-2.474, 3.370, -0.198)
H (-3.605, 5.983, -3.629)
H (-4.007, 7.025, -2.232)
H (-4.748, 5.136, -1.052)
H (-4.356, 4.106, -2.445)
H (0.386, 5.867, -1.158)
H (0.784, 4.116, 0.576)
H (-1.853, 1.471, 1.421)
H (-0.842, 0.478, 3.308)
H (3.434, -1.551, 4.969)
H (3.333, -0.008, 5.869)
H (0.999, -0.106, 5.686)
H (1.104, -1.542, 4.646)
H (3.692, 1.800, 1.638)
H (1.652, 2.366, 0.301)
H (-3.283, 2.691, 0.074)

Here is C4H6InLiO as an isolated structure in a non-equilibrium geometry from the OMol25 dataset. Energies are from ωB97M-V with the def2-TZVPD basis set.

ΔE to the lowest compared entry with this formula, charge and spin in kcal per mole: 0.0
2S+1: 2
Lowest unoccupied orbital energy (spin up / spin down) in eV: -16.08 / -16.07
E in Eh: -427.49684
Total charge: +3
HOMO (spin up / spin down) in eV: -22.388 / -22.442

Geometry (Å):
C (-1.071, -1.198, 0.135)
C (-0.732, -0.024, -0.626)
H (-1.122, -1.166, 1.228)
H (-0.949, -2.189, -0.315)
H (-1.050, 0.933, -0.193)
H (-0.915, -0.079, -1.707)
Li (-3.318, -0.933, -0.396)
O (1.419, 1.528, 1.240)
C (1.832, 0.852, 0.187)
C (1.077, 0.133, -0.658)
In (0.415, 1.594, 2.649)
H (1.514, -0.428, -1.484)
H (2.899, 0.976, -0.060)

Here is a 5-piece molecular cluster, C21H43BNO9 overall in a non-equilibrium geometry from the OMol25 dataset. Energies are from ωB97M-V with the def2-TZVPD basis set.

ΔE to the lowest compared entry with this formula, charge and spin in kcal per mole: 133.3
Lowest unoccupied orbital energy in eV: -4.51
E in Eh: -1582.42140
Total charge: +1
HOMO in eV: -12.190

Geometry (Å):
C (2.594, -2.008, 1.526)
B (1.030, -1.816, 0.948)
O (0.958, -1.361, -0.484)
C (-0.273, -2.094, 1.911)
C (-1.208, -0.763, 2.244)
C (-1.934, -0.679, 0.757)
N (-2.097, -1.999, 0.323)
C (-1.525, -3.021, 1.327)
H (3.348, -1.323, 0.940)
H (2.958, -3.125, 1.332)
H (2.653, -1.723, 2.671)
H (1.010, -2.161, -1.089)
H (0.014, -2.672, 2.892)
H (-2.006, -1.124, 3.035)
H (-0.553, 0.135, 2.611)
H (-2.253, 0.304, 0.162)
H (-2.531, -2.365, -0.556)
H (-1.054, -3.986, 0.858)
H (-2.327, -3.398, 2.111)
O (-4.803, 0.858, 0.669)
C (-4.730, 1.443, -0.407)
O (-4.273, 2.715, -0.466)
C (-3.968, 3.419, -1.683)
C (-5.212, 4.069, -2.258)
C (-5.236, 0.797, -1.664)
H (-3.466, 2.764, -2.401)
H (-3.245, 4.199, -1.418)
H (-5.968, 3.328, -2.525)
H (-4.965, 4.649, -3.152)
H (-5.669, 4.737, -1.520)
H (-6.314, 0.959, -1.745)
H (-5.037, -0.278, -1.604)
H (-4.741, 1.147, -2.568)
O (4.649, -2.141, -1.096)
C (4.851, -1.128, -1.761)
O (5.756, -1.137, -2.765)
C (5.928, -0.075, -3.720)
C (6.861, 0.992, -3.180)
C (4.170, 0.163, -1.411)
H (4.963, 0.332, -4.035)
H (6.378, -0.528, -4.610)
H (6.458, 1.463, -2.281)
H (7.033, 1.769, -3.931)
H (7.824, 0.551, -2.902)
H (4.737, 0.668, -0.625)
H (3.165, -0.065, -1.041)
H (4.036, 0.833, -2.258)
O (2.850, -0.601, 5.494)
C (1.860, -0.344, 6.174)
O (0.733, -1.079, 6.048)
C (-0.406, -0.987, 6.923)
C (-1.339, 0.124, 6.481)
C (1.849, 0.849, 7.085)
H (-0.093, -0.882, 7.966)
H (-0.930, -1.946, 6.852)
H (-0.852, 1.101, 6.522)
H (-2.230, 0.154, 7.115)
H (-1.651, -0.031, 5.442)
H (1.583, 1.740, 6.511)
H (2.854, 0.976, 7.500)
H (1.180, 0.745, 7.937)
O (-2.979, 1.473, -5.129)
C (-2.146, 0.670, -4.718)
O (-1.319, 1.000, -3.701)
C (-0.449, 0.077, -3.022)
C (0.869, -0.066, -3.759)
C (-1.964, -0.656, -5.399)
H (-0.945, -0.884, -2.858)
H (-0.260, 0.501, -2.029)
H (0.728, -0.474, -4.763)
H (1.548, -0.725, -3.210)
H (1.347, 0.912, -3.879)
H (-1.298, -0.533, -6.256)
H (-2.942, -1.002, -5.749)
H (-1.582, -1.437, -4.744)

Here is C22H36CoN2O6PS as an isolated structure from the OMol25 dataset. Energies are from ωB97M-V with the def2-TZVPD basis set.

ΔE to the lowest compared entry with this formula, charge and spin in kcal per mole: 27.1
Lowest unoccupied orbital energy (spin up / spin down) in eV: -0.93 / -0.93
E in Eh: -3543.28738
HOMO (spin up / spin down) in eV: -7.978 / -7.952

Geometry (Å):
Co (1.238, 0.576, 0.774)
C (5.376, -0.028, 0.667)
C (4.079, 0.733, 0.615)
O (3.020, 0.033, 0.826)
C (4.074, 2.086, 0.350)
C (2.894, 2.858, 0.290)
C (3.002, 4.342, 0.109)
N (1.711, 2.315, 0.392)
N (0.607, 3.170, 0.408)
C (-0.301, 2.614, 1.152)
O (-0.089, 1.468, 1.738)
C (-1.624, 3.244, 1.334)
C (-1.847, 4.558, 0.931)
C (-3.106, 5.117, 1.067)
C (-4.145, 4.368, 1.606)
C (-3.922, 3.059, 2.008)
C (-2.663, 2.494, 1.873)
H (5.213, -1.007, 1.110)
H (6.115, 0.514, 1.256)
H (5.777, -0.148, -0.341)
H (5.016, 2.594, 0.213)
H (4.040, 4.625, -0.045)
H (2.612, 4.854, 0.989)
H (2.396, 4.666, -0.736)
H (-1.031, 5.125, 0.506)
H (-3.281, 6.138, 0.754)
H (-5.128, 4.809, 1.714)
H (-4.733, 2.475, 2.425)
H (-2.472, 1.470, 2.166)
C (2.808, -4.289, 2.924)
S (3.041, -2.653, 2.202)
C (3.503, -3.166, 0.538)
H (3.741, -4.849, 2.982)
H (2.078, -4.862, 2.351)
H (2.423, -4.150, 3.932)
H (2.809, -3.918, 0.171)
H (4.516, -3.569, 0.507)
H (3.440, -2.290, -0.103)
C (-1.292, 0.502, -3.157)
C (-2.310, 0.479, -2.028)
C (-3.456, -0.470, -2.339)
C (-2.815, 1.882, -1.730)
O (-1.714, 0.030, -0.768)
P (-0.379, -0.786, -0.556)
O (0.825, 0.015, -1.069)
O (-0.130, -0.956, 0.927)
O (-0.565, -2.157, -1.309)
C (-1.073, -3.401, -0.712)
C (0.065, -4.058, 0.048)
C (-2.262, -3.117, 0.193)
C (-1.485, -4.240, -1.910)
H (-1.789, 0.852, -4.063)
H (-0.891, -0.492, -3.355)
H (-0.467, 1.173, -2.926)
H (-4.001, -0.120, -3.217)
H (-4.147, -0.517, -1.497)
H (-3.079, -1.472, -2.547)
H (-3.291, 2.304, -2.616)
H (-1.983, 2.524, -1.441)
H (-3.538, 1.866, -0.915)
H (0.441, -3.397, 0.830)
H (0.875, -4.299, -0.641)
H (-0.288, -4.985, 0.503)
H (-1.976, -2.477, 1.027)
H (-2.630, -4.061, 0.596)
H (-3.071, -2.644, -0.362)
H (-0.650, -4.340, -2.604)
H (-2.323, -3.782, -2.435)
H (-1.785, -5.235, -1.580)

Here is a 2-piece molecular cluster, F4N2O overall in a non-equilibrium geometry from the OMol25 dataset. Energies are from ωB97M-V with the def2-TZVPD basis set.

ΔE to the lowest compared entry with this formula, charge and spin in kcal per mole: 0.1
Lowest unoccupied orbital energy (spin up / spin down) in eV: -0.63 / -2.32
E in Eh: -583.83664
HOMO (spin up / spin down) in eV: -11.298 / -10.619

Geometry (Å):
N (-0.813, 0.417, -0.922)
N (0.572, -1.022, 0.970)
O (-0.532, 0.576, 0.229)
F (-2.172, 0.204, -1.226)
F (-0.474, 1.445, -1.811)
F (1.746, -0.400, 1.073)
F (0.078, -1.026, 2.195)